Record 1
This record from the OMol25 dataset describes 2 unconnected molecules or ions with the total composition C7H8N4O3S at a distorted geometry. The level of theory is ωB97M-V with the def2-TZVPD basis set.

Each line ends with the Löwdin charge.
Atoms and positions in Å:
C: -0.309 2.540 -2.775  -0.15
C: -1.372 2.534 -1.991  -0.07
C: 0.786 1.793 -2.571  -0.07
C: -1.423 1.657 -0.830  0.06
C: 0.775 0.765 -1.578  0.02
C: -0.385 0.684 -0.774  -0.13
C: -0.366 -0.205 0.366  -0.61
N: 0.260 -0.794 3.466  -0.24
N: 1.770 -4.523 1.645  0.18
N: 2.104 -3.332 -0.281  0.10
N: 1.746 -3.860 0.741  -0.33
O: 0.577 -1.014 0.460  -0.09
O: -1.219 -0.074 1.288  -0.09
O: -2.060 -1.482 3.271  -0.26
S: -0.650 -1.466 2.471  1.05
H: -0.344 3.405 -3.420  0.11
H: -2.070 3.291 -2.218  0.09
H: 1.785 1.952 -3.000  0.11
H: -2.132 1.915 -0.117  0.09
H: 1.707 0.155 -1.500  0.13
H: 1.175 -0.408 3.614  0.04
H: 1.571 -2.486 -0.352  0.02
H: -1.925 -1.049 4.086  0.03

- Kohn-Sham gap (eV) = 9.67
- charge = 0
- energy relative to the best compared isomer or geometry (same formula, charge and spin) (kJ/mol) = 367.6
- strongest force on any atom (eV/A) = 5.0
- HOMO level (eV) = -9.54

Record 2
This record from the OMol25 dataset describes a molecular structure, C17H7BiCl5F6N2O7 at a distorted geometry. The level of theory is ωB97M-V with the def2-TZVPD basis set.

Each line ends with the Löwdin charge.
Atoms and positions in Å:
Bi: 1.979 0.823 -0.448  2.05
Cl: -3.348 1.462 -6.642  0.75
C: -2.170 1.364 -5.413  -0.70
C: -2.220 2.164 -4.332  -0.73
Cl: -3.488 3.282 -4.094  0.77
C: -1.297 1.962 -3.215  -0.73
Cl: -0.891 3.391 -2.307  0.78
C: -0.129 1.061 -3.420  -0.44
O: 0.724 0.931 -2.535  -0.20
C: -0.093 0.278 -4.625  -0.62
Cl: 1.231 -0.783 -4.820  0.80
C: -1.074 0.407 -5.561  -0.65
Cl: -1.035 -0.549 -6.958  0.80
O: 0.085 1.624 0.277  -0.23
C: -0.357 1.708 1.455  -0.12
C: 0.310 1.409 2.658  -0.12
C: -0.434 1.556 3.851  0.08
C: 0.157 1.274 5.041  -0.12
C: 1.491 0.844 5.113  0.06
C: 2.231 0.695 3.971  0.04
C: 1.664 0.969 2.713  -0.32
O: 2.402 0.822 1.645  -0.27
N: -0.619 1.428 6.284  -0.35
O: -0.071 1.099 7.313  0.10
O: -1.793 1.707 6.167  0.10
H: -1.389 2.062 1.530  0.16
H: -1.464 1.887 3.825  0.14
H: 1.916 0.635 6.085  0.13
H: 3.260 0.365 4.008  0.13
O: -2.891 0.228 -2.494  0.15
N: -2.173 0.985 -2.031  0.13
C: 1.824 -3.439 0.224  0.04
C: 0.920 -2.318 -0.271  -0.40
O: 1.685 -1.174 -0.522  -0.36
C: 0.270 -2.736 -1.610  -0.57
F: 1.218 -2.981 -2.514  0.15
F: -0.520 -1.764 -2.111  0.13
F: -0.476 -3.832 -1.481  0.19
C: -0.151 -2.021 0.794  -0.56
F: -0.914 -3.072 1.063  0.20
F: -0.960 -1.006 0.425  0.14
F: 0.444 -1.637 1.936  0.16
H: 2.578 -3.646 -0.531  0.11
H: 1.252 -4.345 0.418  0.11
H: 2.316 -3.120 1.140  0.10

- Kohn-Sham gap (eV) = 7.29
- charge = +1
- energy relative to the best compared isomer or geometry (same formula, charge and spin) (kJ/mol) = 35.1
- strongest force on any atom (eV/A) = 1.3
- HOMO level (eV) = -12.11

Record 3
This record from the OMol25 dataset describes 2 unconnected molecules or ions with the total composition C7H14. The level of theory is ωB97M-V with the def2-TZVPD basis set.

Each line ends with the Löwdin charge.
Atoms and positions in Å:
C: -0.596 0.150 -2.516  -0.02
C: 0.326 0.117 -1.558  -0.20
C: -0.025 0.139 -0.104  -0.44
C: -1.234 -0.683 0.344  -0.05
C: 0.201 1.568 0.350  -0.07
C: 1.030 0.473 0.933  -0.28
C: 0.768 0.204 2.400  -0.08
H: -1.653 0.092 -2.267  0.06
H: -0.343 0.248 -3.564  0.05
H: 1.383 0.208 -1.809  0.12
H: -1.638 -1.270 -0.485  0.06
H: -2.044 -0.061 0.736  0.08
H: -0.960 -1.400 1.127  0.08
H: 0.665 2.228 -0.377  0.11
H: -0.570 2.034 0.954  0.11
H: 2.074 0.410 0.628  0.14
H: -0.298 0.328 2.621  0.08
H: 1.072 -0.791 2.739  0.08
H: 1.305 0.949 2.998  0.08
H: 0.158 -2.233 -1.836  0.03
H: 0.378 -2.710 -1.314  0.06

- Kohn-Sham gap (eV) = 9.97
- charge = 0
- energy relative to the best compared isomer or geometry (same formula, charge and spin) (kJ/mol) = 268.1
- strongest force on any atom (eV/A) = 0.3
- HOMO level (eV) = -8.83

Record 4
This record from the OMol25 dataset describes a molecular structure, C5H8O. The level of theory is ωB97M-V with the def2-TZVPD basis set.

Each line ends with the Löwdin charge.
Atoms and positions in Å:
C: 1.511 0.000 -0.437  -0.05
C: 0.603 0.152 0.751  -0.34
C: -0.761 0.803 0.530  -0.13
C: -1.429 -0.157 -0.463  -0.17
O: -0.762 -1.430 -0.271  -0.13
C: 0.395 -1.331 0.438  -0.11
H: 1.151 0.353 -1.406  0.10
H: 2.588 0.092 -0.272  0.10
H: 1.086 0.383 1.701  0.13
H: -0.702 1.829 0.149  0.12
H: -1.312 0.817 1.479  0.12
H: -1.279 0.151 -1.508  0.12
H: -2.503 -0.302 -0.300  0.12
H: 1.415 -1.361 -0.391  0.12

- Kohn-Sham gap (eV) = 9.30
- charge = 0
- energy relative to the best compared isomer or geometry (same formula, charge and spin) (kJ/mol) = 371.3
- strongest force on any atom (eV/A) = 0.6
- HOMO level (eV) = -8.30

Record 5
This record from the OMol25 dataset describes 8 unconnected molecules or ions with the total composition C32H80O4S4 at a distorted geometry. The level of theory is ωB97M-V with the def2-TZVPD basis set.

Each line ends with the Löwdin charge.
Atoms and positions in Å:
C: 16.505 16.161 -8.405  -0.27
S: 16.546 17.907 -8.793  0.82
O: 15.911 18.559 -7.631  -0.54
C: 18.291 18.129 -8.516  -0.26
H: 16.820 16.098 -7.357  0.03
H: 17.114 15.486 -9.001  0.06
H: 15.461 15.845 -8.387  0.06
H: 18.479 19.187 -8.334  0.06
H: 18.885 17.851 -9.389  0.06
H: 18.610 17.582 -7.629  0.02
C: 13.885 15.333 -3.445  -0.27
S: 14.178 15.748 -5.160  0.79
O: 12.829 16.053 -5.694  -0.55
C: 15.051 17.311 -4.844  -0.26
H: 14.707 15.626 -2.794  0.04
H: 13.639 14.281 -3.344  0.05
H: 13.031 15.964 -3.187  0.06
H: 16.004 17.324 -5.365  0.01
H: 15.138 17.546 -3.789  0.03
H: 14.432 18.036 -5.376  0.05
C: 25.087 14.613 -4.738  -0.28
S: 24.679 14.039 -6.380  0.80
O: 25.520 12.843 -6.595  -0.54
C: 23.002 13.527 -5.998  -0.28
H: 24.548 15.528 -4.485  0.05
H: 26.139 14.911 -4.758  0.05
H: 25.004 13.840 -3.975  0.06
H: 22.449 14.383 -5.613  0.02
H: 22.941 12.720 -5.265  0.06
H: 22.571 13.150 -6.926  0.05
C: 17.264 14.512 2.871  -0.27
S: 18.965 15.075 2.795  0.80
O: 19.745 14.002 2.130  -0.55
C: 18.648 16.305 1.510  -0.27
H: 16.579 15.326 3.090  0.05
H: 17.221 13.716 3.612  0.05
H: 17.038 14.056 1.904  0.05
H: 19.575 16.825 1.279  0.05
H: 17.874 16.981 1.871  0.05
H: 18.316 15.761 0.625  0.05
C: 18.109 17.974 -2.896  -0.11
C: 19.436 17.302 -2.566  -0.25
C: 19.557 15.815 -2.883  -0.22
C: 20.138 15.491 -4.244  -0.22
C: 19.206 15.799 -5.400  -0.26
C: 19.720 15.312 -6.762  -0.11
H: 17.839 18.037 -3.950  0.05
H: 18.156 19.022 -2.567  0.07
H: 17.279 17.583 -2.302  0.07
H: 20.274 17.837 -3.022  0.09
H: 19.538 17.448 -1.486  0.09
H: 18.604 15.278 -2.819  0.11
H: 20.168 15.389 -2.081  0.11
H: 21.084 16.018 -4.430  0.11
H: 20.363 14.420 -4.319  0.10
H: 18.239 15.290 -5.271  0.11
H: 18.921 16.852 -5.492  0.09
H: 19.983 14.254 -6.744  0.07
H: 18.922 15.473 -7.491  0.03
H: 20.578 15.896 -7.106  0.08
C: 20.684 10.361 -5.805  -0.12
C: 19.449 9.500 -5.556  -0.27
C: 18.915 9.535 -4.119  -0.24
C: 18.679 10.918 -3.533  -0.24
C: 18.614 10.945 -2.011  -0.26
C: 18.470 12.379 -1.497  -0.11
H: 21.094 10.258 -6.805  0.07
H: 21.418 10.105 -5.033  0.08
H: 20.452 11.405 -5.587  0.04
H: 18.627 9.774 -6.225  0.10
H: 19.712 8.462 -5.778  0.10
H: 19.586 8.967 -3.459  0.11
H: 18.000 8.934 -4.115  0.11
H: 19.498 11.567 -3.851  0.09
H: 17.774 11.301 -4.020  0.12
H: 17.768 10.338 -1.675  0.11
H: 19.529 10.494 -1.621  0.11
H: 19.378 12.908 -1.796  0.06
H: 17.631 12.867 -2.004  0.07
H: 18.275 12.463 -0.430  0.06
C: 22.697 19.215 -2.237  -0.13
C: 21.822 20.402 -2.602  -0.28
C: 22.032 20.864 -4.052  -0.22
C: 21.515 22.269 -4.329  -0.22
C: 20.661 22.431 -5.584  -0.27
C: 20.765 23.820 -6.205  -0.12
H: 22.714 18.501 -3.070  0.06
H: 22.370 18.625 -1.377  0.07
H: 23.738 19.471 -2.021  0.07
H: 20.782 20.076 -2.481  0.09
H: 21.933 21.230 -1.898  0.11
H: 21.535 20.108 -4.670  0.11
H: 23.099 20.736 -4.258  0.11
H: 21.013 22.709 -3.460  0.11
H: 22.370 22.958 -4.390  0.11
H: 20.913 21.672 -6.326  0.10
H: 19.606 22.278 -5.328  0.09
H: 20.399 24.608 -5.546  0.07
H: 21.816 24.063 -6.389  0.07
H: 20.229 23.868 -7.153  0.07
C: 16.298 22.119 -4.501  -0.11
C: 15.559 20.822 -4.237  -0.26
C: 15.081 20.642 -2.784  -0.22
C: 14.398 21.853 -2.131  -0.22
C: 15.346 22.719 -1.316  -0.28
C: 14.661 23.918 -0.684  -0.12
H: 16.508 22.303 -5.558  0.07
H: 17.306 22.038 -4.074  0.07
H: 15.806 23.004 -4.102  0.06
H: 14.650 20.724 -4.836  0.11
H: 16.239 20.004 -4.479  0.08
H: 15.881 20.227 -2.157  0.10
H: 14.360 19.815 -2.800  0.09
H: 13.871 22.405 -2.913  0.12
H: 13.649 21.464 -1.434  0.11
H: 15.867 22.159 -0.536  0.11
H: 16.132 23.084 -1.983  0.09
H: 13.715 23.682 -0.191  0.07
H: 15.315 24.438 0.016  0.07
H: 14.382 24.662 -1.440  0.07

- Kohn-Sham gap (eV) = 9.10
- charge = 0
- strongest force on any atom (eV/A) = 1.1
- HOMO level (eV) = -8.87

Record 6
This record from the OMol25 dataset describes CH2N2O2 in the gas phase at a distorted geometry. The level of theory is ωB97M-V with the def2-TZVPD basis set.

Each line ends with the Löwdin charge.
Atoms and positions in Å:
C: 0.317 0.472 0.178  -0.52
N: -0.097 -0.375 1.407  0.00
N: -0.116 -0.040 -1.005  0.17
O: 0.854 1.527 0.339  0.11
O: 0.137 -1.539 1.523  0.03
H: -0.817 -0.717 -0.739  0.10
H: -0.279 0.673 -1.703  0.12

- Kohn-Sham gap (spin up / spin down) (eV) = 9.65 / 10.10
- 2S+1 = 3
- charge = 0
- energy relative to the best compared isomer or geometry (same formula, charge and spin) (kJ/mol) = 0.0
- <S²> = 2.008
- strongest force on any atom (eV/A) = 2.4
- HOMO level (spin up / spin down) (eV) = -8.96 / -11.41

Record 7
This record from the OMol25 dataset describes a molecular structure, C17H17BrIrN2O2 at a distorted geometry. The level of theory is ωB97M-V with the def2-TZVPD basis set.

Each line ends with the Löwdin charge.
Atoms and positions in Å:
Ir: 0.147 0.087 -0.106  1.34
C: 0.499 1.670 1.634  -0.14
C: -0.862 1.960 1.317  -0.07
C: -1.641 0.850 1.677  -0.06
C: -0.781 -0.144 2.222  -0.09
C: 0.544 0.371 2.217  -0.18
H: 1.311 2.377 1.598  0.12
H: -1.235 2.889 0.929  0.13
H: -2.710 0.780 1.609  0.13
H: -1.101 -1.062 2.686  0.13
H: 1.377 -0.058 2.749  0.11
Br: -4.903 -5.065 -1.349  0.75
C: -3.983 -3.436 -1.689  -0.67
C: -4.247 -2.725 -2.853  -0.10
C: -3.564 -1.550 -3.107  0.00
C: -2.615 -1.104 -2.197  -0.14
C: -2.357 -1.821 -1.039  -0.07
C: -3.042 -2.990 -0.769  -0.12
C: -1.839 0.182 -2.535  -0.63
O: -1.855 0.566 -3.680  0.11
O: -1.241 0.704 -1.545  -0.19
H: -4.977 -3.091 -3.557  0.11
H: -3.745 -0.987 -4.010  0.13
H: -1.588 -1.470 -0.340  0.04
H: -2.851 -3.552 0.132  0.10
C: 4.949 -3.002 0.299  0.00
C: 3.803 -2.343 -0.361  -0.27
C: 3.353 -2.404 -1.669  0.05
C: 2.206 -1.612 -1.723  -0.32
N: 1.961 -1.094 -0.510  -0.10
N: 2.940 -1.549 0.301  0.05
C: 1.340 -1.318 -2.888  -0.02
H: 5.521 -3.556 -0.437  0.09
H: 4.601 -3.697 1.061  0.10
H: 5.604 -2.278 0.780  0.09
H: 3.797 -2.941 -2.482  0.13
H: 3.012 -1.243 1.259  0.16
H: 1.870 -1.554 -3.806  0.10
H: 1.065 -0.260 -2.906  0.08
H: 0.427 -1.916 -2.863  0.09

- Kohn-Sham gap (spin up / spin down) (eV) = 5.48 / 5.44
- charge = +1
- energy relative to the best compared isomer or geometry (same formula, charge and spin) (kJ/mol) = 349.3
- strongest force on any atom (eV/A) = 4.6
- HOMO level (spin up / spin down) (eV) = -11.31 / -11.31

Record 8
This record from the OMol25 dataset describes a gas-phase ion, C5H10NO (charge +1) at a distorted geometry. The level of theory is ωB97M-V with the def2-TZVPD basis set.

Each line ends with the Löwdin charge.
Atoms and positions in Å:
C: -1.469 1.386 -0.623  -0.23
C: -0.175 0.841 -1.218  -0.08
C: 0.313 -0.342 -0.413  -0.31
C: 1.504 -0.953 -0.722  0.27
C: -0.226 -1.466 1.635  -0.05
N: -0.531 -0.837 0.451  0.16
O: -1.338 1.409 0.780  -0.03
H: -1.641 2.401 -1.011  0.14
H: -2.320 0.761 -0.919  0.13
H: -0.315 0.588 -2.269  0.14
H: 0.619 1.586 -1.152  0.14
H: -2.192 1.601 1.187  0.12
H: 1.791 -1.884 -0.261  0.10
H: 2.071 -0.646 -1.586  0.11
H: -0.683 -2.465 1.626  0.13
H: -0.799 -0.961 2.428  0.14
H: 0.833 -1.485 1.912  0.11

- Kohn-Sham gap (spin up / spin down) (eV) = 7.59 / 7.62
- charge = +1
- energy relative to the best compared isomer or geometry (same formula, charge and spin) (kJ/mol) = 410.7
- strongest force on any atom (eV/A) = 1.5
- HOMO level (spin up / spin down) (eV) = -14.73 / -14.66